187
Properties=species:S:1:pos:R:3:mulliken_charge:R:1 method="wB97M-V/def2-TZVPD" homo_energy_ev=-7.23 e_above_lowest_kcal_mol=832.6 charge=0 spin_multiplicity=1
O 4.64064 14.46693 -27.00955 -0.0571
O 1.26698 11.17361 -17.51499 -0.2462
O 2.12764 16.47808 -28.25792 -0.2126
O 4.50089 19.17296 -23.86982 -0.3929
O 8.33030 13.23289 -22.98923 0.7950
O 3.08057 9.60232 -28.67485 -0.5816
O 3.94725 10.18178 -22.16450 -0.1402
O 1.71375 13.53303 -21.72067 -0.6663
O 6.92123 12.30693 -22.25782 0.9093
O 6.66227 8.47978 -24.61474 -0.3393
O 3.01592 7.42136 -22.50964 -0.6467
O 6.47695 10.46812 -20.27110 -0.6473
O 9.42173 14.89942 -24.78273 -0.4744
O 8.07936 16.02390 -22.80130 -0.3846
O 9.29258 10.52268 -22.92758 -0.5852
O 7.76163 11.04651 -28.12658 0.1375
O 3.75500 11.40796 -25.33475 0.5300
O -1.03848 14.26808 -23.81493 -0.1787
O 10.06536 6.12157 -24.52487 -0.3844
O 7.29176 7.92407 -20.99871 -0.4579
O 5.40881 7.93924 -27.23821 -0.6446
N 6.13400 11.34490 -23.75312 0.9006
N 6.82789 16.06659 -24.53627 0.8220
N 3.18421 12.23557 -19.20034 -0.1708
N 1.42267 14.55566 -25.17503 0.2449
N 5.67217 12.81335 -29.16587 -0.1329
N 8.74153 8.64639 -24.90889 -0.4579
C 2.89009 8.40451 -23.57708 -1.4672
C 2.09673 15.06066 -26.37692 0.5471
C 7.44782 7.66597 -22.38319 -1.2487
C 8.71006 10.92193 -24.19227 2.5859
C 3.85277 9.61934 -23.54933 0.4949
C 8.91854 7.65257 -25.93209 -1.0030
C 4.81680 9.21723 -26.94120 2.1546
C 7.47469 11.26256 -29.53443 -1.2594
C 1.71970 14.31006 -22.87942 0.1329
C 3.20939 9.38228 -27.31676 -0.3133
C 10.06799 5.00685 -23.59020 -0.7800
C -2.26128 14.53683 -24.42792 -0.8672
C 7.82901 16.56958 -25.47982 -1.2928
C 5.05997 11.86387 -25.86179 1.0567
C 9.20600 14.01405 -22.17178 -1.2909
C 3.14686 11.69053 -20.56835 -0.3696
C 1.23689 15.79411 -27.39013 -1.0610
C 8.38246 15.17754 -21.65808 -0.3555
C 8.91635 6.17591 -25.35017 -0.8676
C 8.69977 15.44536 -25.89954 -0.2089
C 10.26974 13.91443 -25.39335 -1.2588
C 6.11323 17.14827 -23.78357 -0.7122
C 5.96444 11.47724 -29.74481 -0.0353
C 1.42766 17.06288 -29.33686 -1.0192
C 4.56650 15.58259 -26.15322 -2.3887
C 5.86865 12.40612 -24.72559 0.3120
C 8.68744 11.08258 -21.69040 -0.3212
C 2.98852 12.83548 -21.61459 0.6582
C 6.66295 8.66562 -23.21130 0.3761
C 0.49787 13.50755 -25.52466 -0.1006
C -0.33778 13.01712 -24.28635 -0.2819
C 2.75032 12.41223 -25.63296 0.3138
C 5.71782 12.37314 -21.43184 0.4689
C 5.29475 18.19103 -24.62772 -0.3678
C 1.99037 13.03122 -18.74240 -0.5415
C 1.48665 12.51641 -17.42488 -0.8630
C 7.16036 13.23889 -24.97003 0.0014
C 6.14779 11.77594 -20.12034 -1.7147
C 0.75179 10.61596 -16.33197 -0.8320
C 4.31733 13.41522 -29.11963 -0.2697
C 5.06760 20.16177 -23.13262 -0.7109
C 9.01903 9.97818 -25.38216 -1.8242
C 4.32240 14.73643 -28.38349 -0.4626
C 9.04419 10.63256 -27.80368 -0.9200
H 4.90746 11.77292 -21.84556 -1.3159
H 9.24974 10.53603 -20.93330 0.5252
H 5.14383 13.03760 -24.21181 -0.5096
H 9.77849 11.41155 -28.00886 0.3546
H 11.01494 4.90611 -23.05988 0.2749
H 9.54241 13.38162 -21.35022 0.7958
H -1.09911 12.27679 -24.53208 0.5012
H 2.20925 17.56535 -29.90671 0.2969
H 3.22734 8.81513 -29.20437 0.3949
H 5.31636 19.90281 -22.10347 0.2318
H 2.69253 8.43358 -27.17212 0.5215
H 5.34931 13.36779 -21.18091 0.8342
H 3.06921 13.26542 -26.23169 -0.3408
H 6.01492 18.56345 -25.35625 0.4704
H 0.77215 17.90753 -29.12480 0.3211
H 2.32585 12.69315 -24.66911 -0.8293
H 6.85359 17.77547 -23.28699 0.6685
H 5.04940 7.16935 -26.79134 0.4479
H 3.25005 12.28028 -22.51540 -0.1668
H 1.19644 13.07510 -19.48796 0.2342
H 5.36426 16.29577 -26.36071 1.0935
H 9.90838 7.85194 -26.34266 0.6051
H 10.70721 13.25328 -24.64528 0.3184
H 0.56007 16.48119 -26.88226 0.4774
H 8.36811 17.27563 -24.84818 0.5244
H 4.31562 9.51699 -21.57803 0.5049
H 9.08198 11.89606 -24.50987 -0.6305
H 5.58899 10.99958 -26.26335 -1.4422
H 5.68107 8.71346 -22.74043 0.2498
H 4.98123 12.69227 -26.56582 -0.8343
H 5.60018 11.35966 -30.76540 0.6034
H 2.63614 14.89643 -22.81310 0.4641
H 7.63863 10.80894 -21.57539 -0.4434
H 6.52379 12.58266 -23.08705 -0.6389
H -0.18487 13.76404 -26.33471 0.6275
H 8.32688 7.84406 -26.82729 0.3408
H 4.57552 15.33733 -25.09121 0.0099
H 0.89487 15.32744 -24.79308 0.6829
H 6.94997 9.71235 -23.11090 0.1586
H 4.58178 17.59528 -25.19768 -0.3949
H 3.11754 7.81740 -24.46684 0.2660
H 0.31959 12.71621 -23.47061 -0.0835
H 4.81452 9.15433 -23.76596 -1.1144
H 9.87384 13.20904 -26.12395 0.4004
H 9.53601 9.74900 -28.21052 0.5194
H 11.13571 14.35145 -25.89057 0.4748
H -2.43062 15.57339 -24.13643 0.3245
H 3.24599 11.41096 -18.62042 0.3387
H 4.95821 15.50958 -28.81486 0.4409
H 7.34746 15.62124 -23.79343 -0.9265
H 2.16140 14.10320 -18.64386 0.3230
H 9.12306 10.42702 -26.73615 -0.2785
H 9.89378 4.06407 -24.10877 0.3361
H 10.04201 14.30205 -22.80916 0.2756
H 8.02178 5.92173 -24.78163 0.2623
H 9.09088 5.39855 -26.09405 0.5981
H 8.63338 12.16811 -21.60789 -0.8373
H 5.75588 12.73803 -28.16216 -0.3007
H 7.11542 10.53739 -20.98465 0.2030
H 9.03494 15.63286 -20.91307 0.5772
H 3.59312 10.36363 -24.30213 0.1164
H -2.29238 14.69062 -25.50656 0.3179
H 4.35471 20.97223 -22.98084 0.2629
H 6.87991 14.12967 -25.53212 0.2486
H 0.59056 13.00733 -17.04527 0.5495
H 2.27077 12.64038 -16.67795 0.3952
H 7.82302 10.38246 -30.07499 0.5559
H 3.26298 14.99249 -28.39532 0.1603
H 1.60064 10.63640 -15.64849 0.3481
H 0.72283 15.05752 -28.00759 0.3957
H 7.41307 14.84226 -21.28934 0.2123
H 2.21975 11.13579 -20.71268 0.6418
H 7.03136 12.33171 -19.80645 0.5340
H 8.40302 10.27181 -26.23211 -0.0631
H 7.68556 13.63252 -24.09978 1.2659
H 7.74884 12.73366 -25.73588 -0.4019
H 3.60699 16.07650 -26.30649 1.1662
H 1.02092 16.31824 -30.02109 0.3692
H 4.07739 11.12642 -20.63167 -0.1966
H 7.58178 8.61174 -24.85701 0.5396
H 9.23303 4.95113 -22.89174 0.2929
H 7.08486 6.70614 -22.75073 0.1934
H 1.96776 11.83075 -26.12040 0.6370
H 8.53359 15.52189 -23.48194 0.6369
H 3.78322 13.55492 -21.41723 0.2087
H 10.06470 9.96274 -25.68945 1.7393
H 5.49751 10.65162 -29.20774 -0.0752
H 8.48034 7.79284 -22.70861 0.5701
H 8.06308 7.45914 -20.66629 0.4053
H 5.28857 10.83394 -23.54271 0.4295
H 0.91361 15.03772 -22.97347 0.6385
H 0.28803 9.65804 -16.56739 0.2138
H 3.70601 12.80758 -28.45243 -0.1128
H 5.57445 16.49135 -23.10074 0.0321
H -3.08847 13.86037 -24.21287 0.2884
H 9.44195 15.88193 -26.56788 0.5890
H 5.38588 11.73235 -19.34209 0.4405
H 4.85403 9.17888 -25.85251 -0.1259
H 8.09492 14.65871 -26.35057 0.1326
H 9.34592 8.51496 -24.11043 0.6974
H 1.06203 12.62061 -25.81304 -0.9170
H 1.63441 13.61194 -23.71215 -1.4518
H 7.97057 12.51282 -22.46607 0.6115
H 2.60260 14.14746 -26.69042 0.0108
H 7.94130 12.08612 -30.07490 0.3059
H -0.02838 11.22823 -15.87967 0.3123
H 6.82338 10.70442 -24.12005 -0.2713
H 1.84559 8.71611 -23.57110 0.4275
H 7.63435 11.09591 -24.21852 -0.7551
H 3.88507 13.44319 -30.11986 0.6616
H 2.84431 15.77899 -26.04043 -0.2456
H 5.31773 10.07982 -27.38064 -1.0992
H 2.41052 7.70346 -21.82006 0.3971
H 5.87915 20.54822 -23.74918 0.3334
H 2.86342 10.22716 -26.72130 -0.6155
H 7.44675 17.06642 -26.37152 0.6286